(1)
DFT (ωB97M-V/def2-TZVPD) results for a molecular structure, C11H20GdI2N3O in a non-equilibrium geometry.

* frontier orbital gap (spin up / spin down): 3.14 / 3.56 eV
* multiplicity: 8
* highest occupied orbital energy (spin up / spin down): 0.062 / 0.046 Ha
* <S²>: 15.846
* calculated total energy: -2031.33507 a.u.
* charge: -2
* ΔE to the lowest compared entry with this formula, charge and spin: 625.2 kJ/mol

Geometry (Å):
C1 0.56976 -1.17012 -2.67273
I1 -0.21294 1.96215 -1.84414
H1 0.91506 -2.09861 -3.13862
H2 1.34766 -0.40807 -2.65153
H3 -0.26434 -0.75690 -3.24997
C2 4.09175 0.83705 0.90797
C3 2.06494 0.07946 0.18534
N1 2.73823 1.11009 0.78664
H4 5.18376 -0.97876 0.24610
I2 0.07421 -1.41188 2.28650
N2 3.04897 -0.84089 -0.06268
H5 4.77847 1.53216 1.36353
Gd1 0.00000 0.00000 0.00000
C4 0.03694 -1.48512 -1.27560
O1 -0.35663 -2.59053 -0.98789
C5 4.28857 -0.38974 0.36595
C6 2.84175 -2.18569 -0.59734
H6 3.72271 -2.78530 -0.36146
H7 2.69971 -2.15777 -1.68041
H8 1.97303 -2.62518 -0.10750
C7 2.09920 2.26607 1.41013
H9 2.77059 3.12399 1.33640
H10 1.88781 2.04913 2.46196
H11 1.17383 2.48458 0.87438
C8 -3.99140 -0.78480 1.13779
C9 -3.40818 0.46234 0.45984
C10 -4.07011 0.67463 -0.90845
C11 -3.62684 1.69490 1.34731
N3 -1.96437 0.26648 0.26504
H12 -5.08493 -0.66874 1.29916
H13 -3.50460 -0.95350 2.12260
H14 -3.81989 -1.68380 0.50719
H15 -5.16558 0.82447 -0.79541
H16 -3.64154 1.56795 -1.41170
H17 -3.89884 -0.20772 -1.56206
H18 -3.13532 1.55318 2.33399
H19 -3.19114 2.59838 0.86862
H20 -4.71160 1.87088 1.51425

=====

(2)
DFT (ωB97M-V/def2-TZVPD) results for C4H4O3 in the gas phase in a non-equilibrium geometry.

* frontier orbital gap (spin up / spin down): 8.14 / 8.14 eV
* highest occupied orbital energy (spin up / spin down): -0.356 / -0.356 Ha
* calculated total energy: -380.37363 a.u.
* ΔE to the lowest compared entry with this formula, charge and spin: 455.3 kJ/mol

Geometry (Å):
C1 -1.81992 -0.21552 -0.25856
C2 -0.41966 -0.01133 -0.56734
O1 -0.34995 -1.15310 -1.29332
C3 0.48700 0.05444 0.64013
O2 0.09708 0.13659 1.78371
C4 1.97452 0.21319 0.39578
O3 2.40693 0.63317 -0.64552
H1 -2.17964 -0.20978 0.78116
H2 -2.52550 -0.36813 -1.06152
H3 -0.24965 0.92056 -1.07424
H4 2.57880 -0.00010 1.29972